ORCA calculation (wB97M-V/def2-TZVPD) on C29H33CoN3O as an isolated structure.

Results
Calculated total energy in a.u.: -2746.93893
Maximum force in eV Å⁻¹: 3.7
Multiplicity: 5
Total charge: -1
LUMO level (alpha / beta) in eV: 2.65 / 2.65
HOMO-LUMO gap (alpha / beta) in eV: 3.793 / 5.292

The geometry in XYZ format:
```
67
Properties=species:S:1:pos:R:3:mulliken_spin:R:1
Co -0.0957 0.8617 0.6484 1.679
N 1.6230 1.3098 1.5287 0.065
N 1.8081 1.2286 -1.3450 0.061
C -1.9825 0.6867 -0.0677 0.025
C -1.4359 2.0106 -0.1872 -0.020
C -1.0922 2.4592 1.1346 0.069
C -0.7144 3.8525 1.4945 0.026
H -0.1084 4.3001 0.6957 0.001
H -0.1366 3.8822 2.4261 -0.007
H -1.6098 4.4814 1.6414 0.001
C -1.3437 1.3761 2.0662 -0.080
C -1.2754 1.5066 3.5356 0.408
H -1.9718 2.2848 3.8915 0.004
H -0.1313 1.8871 3.8571 0.004
H -1.4549 0.5452 4.0342 -0.018
C -1.8438 0.2534 1.2886 0.007
C -2.3079 -1.0728 1.8066 0.004
H -1.7316 -1.3758 2.6840 0.002
H -2.1881 -1.8532 1.0414 0.005
H -3.3694 -1.0528 2.0946 0.000
C -1.4060 2.8480 -1.4217 -0.018
H -2.2366 3.5645 -1.4626 0.002
H -1.4516 2.2198 -2.3177 0.002
H -0.4771 3.4232 -1.4673 -0.002
C -2.7668 -0.0247 -1.1078 -0.018
H -2.5006 -1.0873 -1.1373 0.003
H -2.5888 0.4018 -2.1002 0.001
H -3.8524 0.0464 -0.9253 0.001
C 1.9594 1.0703 2.9525 0.183
H 1.5514 0.1065 3.2901 0.005
C 3.4036 1.2175 3.3045 0.337
H 3.7537 0.7669 4.2357 0.014
C 4.1533 2.0985 2.5879 -0.155
H 5.1832 2.3424 2.8885 -0.007
C 3.6028 2.6860 1.4473 0.427
H 4.1312 3.4968 0.9474 0.017
C 2.4737 2.1042 0.8129 -0.201
C 2.2499 2.2879 -0.5868 0.489
H 2.7981 3.0585 -1.1264 -0.005
C 0.9796 0.2602 -0.8187 0.231
C 2.0282 0.9948 -2.7171 0.012
H 2.6284 1.6448 -3.3255 0.000
C 1.4256 -0.1616 -3.0057 0.027
H 1.3769 -0.6969 -3.9395 0.004
N 0.8131 -0.6360 -1.8395 -0.064
C 0.1913 -1.9266 -1.7597 0.012
C -0.8247 -2.2480 -2.6813 0.020
C -1.4605 -3.4880 -2.5721 0.000
H -2.2797 -3.7283 -3.2573 0.001
C -1.0620 -4.4271 -1.6206 0.000
C -1.7491 -5.7594 -1.5366 -0.002
H -2.3423 -5.8541 -0.6156 0.000
H -1.0164 -6.5776 -1.5447 0.000
H -2.4238 -5.8888 -2.3908 0.000
C 0.0187 -4.1272 -0.7846 -0.006
H 0.3853 -4.8866 -0.0870 0.002
C 0.6684 -2.8917 -0.8485 -0.032
C 1.9191 -2.6667 -0.0559 0.038
H 2.8061 -2.5787 -0.7031 0.001
H 2.0800 -3.5350 0.5939 0.001
H 1.8753 -1.7756 0.5848 -0.010
C -1.2628 -1.3203 -3.7715 0.003
H -0.8061 -1.6032 -4.7324 0.002
H -1.0198 -0.2716 -3.5844 -0.002
H -2.3503 -1.3929 -3.9055 0.000
O 1.5925 3.1953 4.1208 0.137
C 1.1910 2.1482 3.7152 0.316
```